a.
Formula: C6H10N2O3
Source: OMol25
Level of theory: ωB97M-V with the def2-TZVPD basis set

Results
HOMO: -9.17 eV
HOMO-LUMO gap: 9.61 eV

Element x y z (Å)
C -1.963 -0.828 -0.560
C -2.865 0.368 -0.455
C -2.067 1.585 -0.001
C 1.811 -0.782 -0.293
C 2.457 -0.015 0.854
C 3.127 1.085 0.082
H -1.154 -2.282 0.551
H -2.400 -1.395 1.355
H -3.655 0.208 0.294
H -3.333 0.589 -1.422
H -1.295 1.343 0.788
H 2.220 -1.793 -0.392
H 0.731 -0.860 -0.224
H 3.205 -0.615 1.420
H 1.736 0.399 1.559
H 3.731 1.898 0.481
N -1.710 -1.447 0.610
N 2.932 1.030 -1.176
O -1.421 -1.131 -1.606
O -2.238 2.707 -0.381
O 2.153 -0.064 -1.484


b.
Formula: C6H10N2O3
Source: OMol25
Level of theory: ωB97M-V with the def2-TZVPD basis set

Results
HOMO: -9.91 eV
HOMO-LUMO gap: 10.31 eV

Element x y z (Å)
C 1.271 -3.191 -0.562
C 0.774 -1.969 -0.699
C 0.858 -1.129 0.529
C -0.806 2.164 0.450
C 1.751 1.748 -0.099
C 0.385 1.260 0.261
N 0.174 -0.001 0.345
N -3.404 0.056 0.518
O -2.641 -0.491 -0.493
O 1.275 -1.454 1.629
O -4.488 0.320 0.180
H 1.536 -3.944 -1.334
H 1.649 -3.502 0.389
H 0.269 -1.518 -1.466
H -1.541 1.527 0.085
H -0.642 2.941 -0.289
H -0.943 2.425 1.419
H 2.470 1.021 0.177
H 1.813 1.690 -1.126
H 1.964 2.815 0.164
H -1.724 -0.769 -0.079


Quick look at relative energies in eV: a 0.000; b 2.562.


a.
Formula: C5H10N2
Source: OMol25
Level of theory: ωB97M-V with the def2-TZVPD basis set

Results
HOMO: -8.34 eV
HOMO-LUMO gap: 9.34 eV

Element x y z (Å)
C -1.253 -0.737 -0.068
C 0.039 -0.440 0.677
C 0.630 0.907 0.305
C 1.176 1.760 1.171
C 1.170 0.702 -2.064
N 0.692 1.200 -1.036
N -2.048 -1.865 0.441
H -1.153 -0.889 -1.141
H -1.891 0.144 -0.023
H -0.029 -0.549 1.752
H 0.808 -1.153 0.363
H 1.285 1.572 2.225
H 1.459 2.729 0.778
H 1.809 -0.188 -2.160
H 1.066 1.247 -3.009
H -2.282 -1.742 1.418
H -1.476 -2.698 0.369


b.
Formula: C5H10N2
Source: OMol25
Level of theory: ωB97M-V with the def2-TZVPD basis set

Results
HOMO: -8.64 eV
HOMO-LUMO gap: 9.66 eV

Element x y z (Å)
C -1.454 -0.791 0.059
C 0.042 -1.070 0.280
C -1.501 0.484 -0.779
C 0.709 0.293 0.159
C 2.188 0.356 -0.114
N 0.144 1.356 0.932
N -0.149 1.254 -0.462
H -1.949 -1.613 -0.454
H -1.963 -0.645 1.015
H 0.234 -1.514 1.260
H 0.435 -1.739 -0.485
H -1.437 0.292 -1.847
H -2.327 1.153 -0.559
H 2.462 1.385 -0.324
H 2.440 -0.259 -0.975
H 2.744 0.008 0.754
H -0.616 1.051 1.541


Quick look at relative energies in eV: a 0.094; b 0.000.